[1]
# C33H60BaCl3Ge3N2O2Si3

A structure of composition C33H60BaCl3Ge3N2O2Si3 at a distorted geometry (wB97M-V/def2-TZVPD, OMol25).

Element x y z (Å)
Ba: 0.360 -0.413 -0.617
O: -1.246 0.251 1.506
C: -0.686 1.134 2.377
C: -1.247 2.377 2.645
C: -0.646 3.225 3.567
C: 0.525 2.851 4.209
C: 1.113 1.632 3.902
C: 0.522 0.768 2.984
C: 1.154 -0.522 2.599
N: 2.286 -0.681 2.038
C: 3.153 0.455 1.707
C: 3.845 0.215 0.374
N: 2.871 0.327 -0.719
C: 3.155 -0.026 -1.906
C: 2.212 -0.127 -3.086
C: 2.714 -0.928 -4.116
C: 2.019 -1.150 -5.292
C: 0.779 -0.577 -5.481
C: 0.220 0.231 -4.493
C: 0.938 0.482 -3.341
O: 0.349 1.330 -2.406
H: -2.161 2.667 2.137
H: -1.099 4.186 3.784
H: 0.983 3.510 4.935
H: 2.039 1.338 4.384
H: 0.596 -1.436 2.812
H: 3.918 0.510 2.484
H: 2.628 1.417 1.697
H: 4.263 -0.795 0.360
H: 4.651 0.923 0.172
H: 4.184 -0.334 -2.113
H: 3.673 -1.412 -3.973
H: 2.448 -1.786 -6.056
H: 0.229 -0.765 -6.395
H: -0.755 0.685 -4.612
Cl: 0.050 -3.320 -3.076
Ge: 0.819 -3.529 -0.926
Cl: 3.108 -3.381 -1.295
Cl: 0.564 -5.651 -0.477
C: -0.051 5.823 1.525
C: 1.346 5.358 1.120
C: 1.419 4.952 -0.351
C: 0.750 3.605 -0.635
Ge: 0.598 3.172 -2.534
C: -0.978 3.876 -3.453
C: -0.754 5.249 -4.099
C: 0.169 5.222 -5.314
C: 0.258 6.581 -5.999
H: -0.077 6.148 2.567
H: -0.797 5.028 1.411
H: -0.367 6.668 0.909
H: 1.660 4.515 1.744
H: 2.062 6.161 1.307
H: 2.460 4.898 -0.682
H: 0.949 5.745 -0.946
H: -0.265 3.577 -0.224
H: 1.317 2.804 -0.150
H: 1.886 3.234 -3.362
H: -1.780 3.934 -2.710
H: -1.296 3.149 -4.205
H: -0.368 5.959 -3.358
H: -1.722 5.654 -4.409
H: -0.199 4.471 -6.022
H: 1.172 4.895 -5.024
H: -0.723 6.910 -6.348
H: 0.925 6.552 -6.862
H: 0.636 7.341 -5.311
C: -2.695 0.260 5.051
Si: -3.970 0.504 3.702
C: -5.420 -0.650 3.993
C: -4.612 2.269 3.690
Ge: -3.110 -0.128 1.533
Si: -3.131 -2.490 1.098
C: -2.722 -2.830 -0.706
C: -1.933 -3.311 2.282
C: -4.856 -3.162 1.365
Si: -4.059 1.181 -0.260
C: -5.907 0.889 -0.162
C: -3.408 0.660 -1.946
C: -3.657 3.009 -0.076
H: -3.216 0.237 6.014
H: -1.964 1.074 5.082
H: -2.152 -0.683 4.949
H: -6.029 -0.260 4.814
H: -5.072 -1.646 4.284
H: -6.075 -0.759 3.123
H: -5.036 2.502 4.673
H: -5.417 2.392 2.958
H: -3.841 3.014 3.485
H: -2.048 -2.169 -1.253
H: -3.662 -2.808 -1.266
H: -2.315 -3.840 -0.818
H: -0.888 -3.066 2.079
H: -2.015 -4.399 2.191
H: -2.153 -3.037 3.317
H: -5.600 -2.642 0.755
H: -5.184 -3.126 2.407
H: -4.845 -4.210 1.049
H: -6.157 -0.172 -0.264
H: -6.417 1.427 -0.968
H: -6.324 1.241 0.785
H: -3.667 -0.369 -2.210
H: -2.321 0.769 -2.040
H: -3.851 1.318 -2.703
H: -4.052 3.435 0.851
H: -4.105 3.566 -0.906
H: -2.577 3.195 -0.107

Summary:
ΔE to the lowest compared entry with this formula, charge and spin	0.0	kJ/mol
total energy	-273715.56484	eV
total charge	+1
gap between HOMO and LUMO	0.27851	Ha

---

[2]
# C25H30N2O5

The molecule C25H30N2O5 (wB97M-V/def2-TZVPD, OMol25).

Element x y z (Å)
C: 1.829 0.189 -5.418
O: 1.635 0.956 -4.237
C: 2.389 0.632 -3.184
O: 3.238 -0.227 -3.198
C: 2.073 1.461 -1.993
C: 0.854 2.124 -1.867
C: 0.577 2.840 -0.721
C: 1.510 2.933 0.308
C: 1.118 3.622 1.590
N: 0.189 2.740 2.268
C: 0.841 1.641 2.951
C: -0.221 0.708 3.542
C: -1.519 0.940 2.763
O: -2.517 -0.023 3.045
C: -2.454 -1.218 2.398
C: -3.526 -2.089 2.607
C: -3.557 -3.321 1.988
C: -2.531 -3.713 1.143
C: -1.469 -2.850 0.917
C: -0.305 -3.293 0.090
O: 0.262 -4.349 0.310
N: 0.131 -2.425 -0.860
C: -0.630 -1.337 -1.430
C: -0.962 -1.669 -2.893
O: 0.195 -1.943 -3.642
C: 0.918 -3.027 -3.091
C: 1.311 -2.746 -1.641
C: -1.422 -1.613 1.552
C: -2.039 2.332 3.131
C: -0.857 3.324 3.078
C: 2.732 2.287 0.167
C: 3.010 1.548 -0.968
H: 1.300 -0.761 -5.320
H: 1.420 0.775 -6.237
H: 2.893 -0.002 -5.572
H: 0.130 2.058 -2.665
H: -0.378 3.331 -0.608
H: 0.607 4.560 1.362
H: 2.008 3.850 2.201
H: 1.520 2.000 3.746
H: 1.443 1.105 2.212
H: -0.405 0.933 4.594
H: 0.097 -0.332 3.479
H: -1.298 0.934 1.688
H: -4.319 -1.774 3.267
H: -4.390 -3.986 2.166
H: -2.542 -4.681 0.666
H: -1.555 -1.184 -0.876
H: -0.024 -0.423 -1.395
H: -1.446 -0.819 -3.377
H: -1.640 -2.538 -2.919
H: 1.807 -3.146 -3.710
H: 0.307 -3.941 -3.139
H: 1.783 -3.623 -1.197
H: 1.999 -1.895 -1.611
H: -0.560 -0.988 1.384
H: -2.475 2.297 4.129
H: -2.822 2.621 2.430
H: -0.502 3.550 4.098
H: -1.179 4.262 2.624
H: 3.469 2.358 0.955
H: 3.949 1.027 -1.076

Summary:
SMILES	COC(=O)c1ccc(CN2CCC(Oc3cccc(C(=O)N4CCOCC4)c3)CC2)cc1
ΔE to the lowest compared entry with this formula, charge and spin	235.4	kJ/mol
total energy	-39629.91725	eV
gap between HOMO and LUMO	0.33215	Ha

---

[3]
# C35H40F40NO7

A cluster of 6 separate species, C35H40F40NO7 in total at a distorted geometry (wB97M-V/def2-TZVPD, OMol25).

Element x y z (Å)
C: 1.964 -1.438 4.616
C: 1.527 -0.948 3.263
O: 1.049 -1.721 2.419
O: 1.698 0.368 2.974
C: 1.340 1.270 4.037
C: 0.459 2.402 3.582
C: -0.009 3.197 4.804
C: -1.365 2.817 5.388
C: -1.540 1.360 5.797
C: -2.032 0.404 4.711
C: -3.565 0.320 4.582
C: -4.104 0.664 3.194
N: -3.522 -0.093 2.116
H: 1.082 -1.559 5.230
H: 2.618 -0.732 5.115
H: 2.422 -2.404 4.517
H: 0.892 0.761 4.878
H: 2.258 1.719 4.409
H: -0.353 2.083 2.944
H: 1.086 3.053 2.983
H: -0.072 4.234 4.497
H: 0.766 3.156 5.562
H: -2.175 3.132 4.748
H: -1.468 3.411 6.293
H: -0.639 0.984 6.270
H: -2.294 1.337 6.578
H: -1.624 0.602 3.725
H: -1.683 -0.588 4.980
H: -3.874 -0.703 4.780
H: -4.029 0.952 5.345
H: -3.940 1.748 3.059
H: -5.192 0.477 3.226
H: -2.938 -0.824 2.517
C: 0.384 -0.259 -0.756
C: -0.770 0.721 -0.988
C: -2.024 0.198 -1.685
F: -1.754 -0.244 -2.941
F: -2.909 1.220 -1.799
F: -0.305 1.836 -1.621
F: -1.176 1.102 0.239
O: 1.495 -0.222 -1.654
C: 1.514 -0.920 -2.822
C: 1.602 -0.005 -4.047
F: 0.569 0.850 -4.092
F: 1.575 -0.770 -5.170
F: 0.498 -1.799 -2.925
F: 2.666 -1.658 -2.823
H: 0.810 0.054 0.196
H: 0.029 -1.275 -0.593
H: -2.484 -0.600 -1.098
H: 2.535 0.563 -4.020
C: 0.952 -8.103 3.911
C: 1.254 -7.722 5.369
C: 0.074 -7.387 6.284
F: -0.613 -6.316 5.849
F: 0.556 -7.102 7.520
F: 2.171 -6.733 5.406
F: 1.834 -8.826 5.929
O: 1.096 -7.121 2.904
C: 0.071 -6.263 2.559
C: 0.423 -4.799 2.833
F: 0.735 -4.615 4.137
F: -0.633 -4.029 2.540
F: -1.096 -6.621 3.132
F: -0.093 -6.375 1.222
H: 1.721 -8.832 3.663
H: 0.001 -8.630 3.825
H: -0.601 -8.243 6.366
H: 1.278 -4.493 2.226
C: -3.117 3.782 0.061
C: -2.889 4.355 1.464
C: -4.117 4.825 2.240
F: -4.760 5.835 1.607
F: -3.718 5.294 3.451
F: -1.953 5.340 1.414
F: -2.368 3.356 2.205
O: -2.881 4.635 -1.056
C: -3.822 5.468 -1.572
C: -3.422 6.942 -1.471
F: -3.210 7.303 -0.192
F: -4.427 7.709 -1.967
F: -5.053 5.246 -1.067
F: -3.890 5.190 -2.905
H: -2.358 3.012 -0.044
H: -4.071 3.263 -0.016
H: -4.806 3.992 2.399
H: -2.512 7.118 -2.048
C: 5.128 -3.721 -3.236
C: 4.950 -5.246 -3.302
C: 5.027 -6.033 -1.993
F: 6.233 -5.908 -1.400
F: 4.835 -7.347 -2.266
F: 5.802 -5.770 -4.212
F: 3.689 -5.457 -3.771
O: 6.399 -3.176 -3.562
C: 7.402 -3.038 -2.638
C: 8.633 -3.878 -2.994
F: 8.322 -5.184 -3.095
F: 9.560 -3.736 -2.016
F: 6.984 -3.275 -1.379
F: 7.808 -1.747 -2.685
H: 4.482 -3.335 -4.022
H: 4.736 -3.307 -2.308
H: 4.247 -5.705 -1.301
H: 9.052 -3.538 -3.944
C: -2.279 3.108 -7.444
C: -1.590 3.411 -6.104
C: -2.240 4.446 -5.186
F: -2.302 5.669 -5.765
F: -1.482 4.558 -4.074
F: -0.290 3.723 -6.323
F: -1.610 2.246 -5.405
O: -1.787 3.731 -8.622
C: -2.215 4.965 -9.039
C: -1.079 5.993 -9.059
F: -0.518 6.124 -7.844
F: -1.583 7.195 -9.431
F: -3.279 5.408 -8.342
F: -2.616 4.828 -10.328
H: -2.076 2.053 -7.617
H: -3.362 3.195 -7.366
H: -3.245 4.133 -4.899
H: -0.313 5.684 -9.773

Summary:
total energy	-161465.52986	eV
total charge	-1
gap between HOMO and LUMO	0.13272	Ha

---

[4]
# C4H11N2

The ion C4H11N2 with charge +1 at a distorted geometry (wB97M-V/def2-TZVPD, OMol25).

Element x y z (Å)
N: 1.933 0.235 1.365
C: 1.818 -0.595 0.162
C: 0.979 0.144 -0.928
C: -0.360 0.395 -0.395
C: -1.569 0.009 -0.786
N: -2.660 -0.106 0.205
H: 2.468 1.070 1.265
H: 1.911 -0.235 2.252
H: 1.282 -1.516 0.359
H: 2.848 -0.682 -0.179
H: 1.470 1.064 -1.258
H: 1.013 -0.521 -1.794
H: -0.332 0.693 0.663
H: -1.920 -0.241 -1.779
H: -2.522 -1.006 0.661
H: -3.593 -0.048 -0.208
H: -2.634 0.560 0.983

Summary:
SMILES	NCC/C=C/[NH3+]
ΔE to the lowest compared entry with this formula, charge and spin	215.5	kJ/mol
total energy	-7298.71476	eV
total charge	+1
gap between HOMO and LUMO	0.31683	Ha

---

> What is the formula in the second record?

C25H30N2O5

---

> Look up the total energy of the fourth one.

-7298.71476 eV

---

> gap between HOMO and LUMO of number 4 (C4H11N2)?

0.31683 Ha

---

> gap between HOMO and LUMO of number 4 (C4H11N2)?

0.31683 Ha